Density functional theory data (ωB97M-V/def2-TZVPD) for C58H125AsF6O32P3S10 as an isolated structure in a non-equilibrium geometry.

Structure (XYZ):
```
235
Properties=species:S:1:pos:R:3:forces:R:3:lowdin_charge:R:1
As 0.910635 1.565525 0.323283 1.1 -1.2 1.4 0.916
F 0.458675 3.339295 0.359133 0.9 -1.9 -0.4 -0.286
F 2.580995 1.941015 -0.153767 -1.5 0.0 -0.2 -0.261
F 1.338845 -0.263125 0.284583 -0.6 2.5 -0.1 -0.320
F -0.633535 1.270415 1.014393 -0.4 -0.1 -0.4 -0.252
F 0.262165 1.309025 -1.310317 0.7 0.7 0.8 -0.280
F 1.474605 1.578285 2.020463 0.0 0.4 -1.2 -0.286
C 1.152225 5.015515 3.864213 -2.5 -0.3 -0.1 -0.254
C 1.888385 5.055705 2.545843 0.6 -0.9 -0.6 -0.243
C 3.222255 5.711165 2.830283 -0.5 1.0 0.4 -0.202
S 3.582575 5.383505 4.620773 0.9 0.5 0.5 0.729
O 3.867745 6.686875 5.252033 -0.7 -1.9 -0.6 -0.354
O 4.531625 4.290655 4.788043 0.3 0.8 -0.4 -0.371
C 2.004635 4.540805 5.021473 0.1 0.8 -1.1 -0.182
H 0.260035 4.405555 3.722643 0.2 -0.7 0.1 0.113
H 0.602015 5.937965 4.049823 0.7 0.6 0.3 0.106
H 1.344355 5.679635 1.836733 -0.1 -0.1 0.0 0.099
H 1.989705 4.077505 2.075773 -0.1 -0.1 0.3 0.084
H 2.904205 6.744995 2.695563 0.9 0.5 0.8 0.101
H 4.091475 5.583515 2.185093 0.0 -0.6 0.3 0.096
H 1.600835 4.732315 6.015643 0.3 0.2 -0.1 0.113
H 2.249005 3.487785 4.881783 0.1 0.1 0.2 0.098
C -3.318005 -0.668595 -0.613847 0.8 0.3 -0.3 -0.192
C -3.528765 -1.868495 -1.549307 -0.8 -2.3 1.7 -0.179
C -3.488165 -3.161485 -0.617277 1.3 0.4 1.0 -0.176
S -2.206425 -2.799015 0.711643 -0.4 0.3 -3.7 0.688
O -0.970775 -3.423965 0.260173 0.0 0.1 0.7 -0.363
O -2.775745 -3.128745 1.984703 0.1 0.3 0.7 -0.330
C -2.122725 -0.972455 0.295363 0.1 -1.5 1.0 -0.194
H -4.264345 -0.410455 -0.138537 0.2 0.0 0.3 0.097
H -2.939995 0.162115 -1.209767 -0.5 0.3 -0.1 0.103
H -2.796295 -1.975225 -2.349427 0.0 0.2 0.2 0.088
H -4.536005 -1.906165 -1.964207 0.1 0.5 -0.3 0.105
H -3.183255 -4.107425 -1.064847 0.3 0.3 -0.4 0.077
H -4.315855 -3.443635 0.033443 -0.7 0.8 -0.5 0.075
H -1.203175 -0.797485 -0.263117 0.1 -0.5 0.0 0.071
H -1.941635 -0.520625 1.270643 -0.7 0.5 -0.2 0.076
C 1.564435 -2.382505 -2.856417 0.2 -1.3 0.2 -0.202
C 1.212595 -3.474485 -3.922127 0.8 -0.1 0.0 -0.159
C 2.547555 -3.867655 -4.658147 0.4 1.8 0.6 -0.156
S 3.805315 -2.593855 -4.120247 0.3 -0.2 0.4 0.693
O 4.420005 -1.977015 -5.285717 -0.2 -0.5 0.4 -0.344
O 4.633255 -3.123045 -3.043677 -0.5 0.2 -0.8 -0.324
C 2.619555 -1.474955 -3.428507 -1.1 0.1 0.0 -0.240
H 2.087635 -2.853225 -2.024087 -0.5 -0.3 0.3 0.101
H 0.744585 -1.795065 -2.443087 -0.2 -0.3 -0.2 0.116
H 0.431725 -3.098535 -4.583187 0.2 0.0 -0.4 0.087
H 0.849365 -4.420245 -3.520007 -0.2 0.3 0.4 0.090
H 2.598735 -3.652405 -5.725457 -0.4 -0.7 -0.1 0.083
H 2.957025 -4.825155 -4.336237 -0.2 0.0 -0.3 0.090
H 2.160895 -0.926315 -4.251137 0.5 0.4 0.1 0.070
H 2.934225 -0.880285 -2.570927 0.6 0.4 -0.6 0.107
C 1.982035 0.038845 -8.124567 0.0 1.8 0.0 -0.216
C 1.359245 -0.442715 -6.812477 0.6 0.0 0.5 -0.203
C 0.998295 0.804135 -5.944507 0.0 0.2 -1.1 -0.180
S 2.448825 1.999355 -6.181337 0.1 -2.7 -1.8 0.701
O 3.525445 1.845095 -5.224767 -0.9 -0.1 -0.1 -0.325
O 1.943995 3.291675 -6.506677 -0.4 0.9 0.2 -0.314
C 2.968105 1.138845 -7.767807 1.5 -0.3 1.3 -0.209
H 1.285135 0.571745 -8.771457 -0.7 -0.8 -0.1 0.115
H 2.506545 -0.743185 -8.673577 -0.3 0.0 0.0 0.121
H 2.089715 -1.013355 -6.238997 0.3 -0.2 -0.3 0.075
H 0.592155 -1.157605 -7.110137 -0.6 0.4 0.7 0.104
H 0.700785 0.721175 -4.899177 0.6 -0.4 0.0 0.076
H 0.145405 1.270865 -6.437307 0.2 0.5 0.0 0.089
H 3.874205 0.585965 -7.520017 0.3 0.4 0.5 0.095
H 3.282625 1.884025 -8.498477 -0.6 0.0 -0.1 0.103
C 6.250455 1.029365 5.867083 -0.3 0.7 1.1 -0.221
C 6.994265 0.095825 6.807163 0.1 -1.7 -0.8 -0.242
C 6.058285 -0.361005 7.941693 -0.5 1.4 -0.9 -0.202
S 4.430455 -0.544745 7.110853 -0.6 0.3 0.5 0.715
O 3.433225 0.264665 7.849653 1.5 -1.3 -1.1 -0.362
O 4.195085 -1.947295 6.818903 -0.3 0.6 0.1 -0.349
C 4.938865 0.303535 5.564543 0.4 -0.9 0.6 -0.210
H 6.708005 1.170835 4.887933 0.5 0.4 0.4 0.118
H 6.231205 1.915395 6.501653 -0.9 0.8 -0.9 0.119
H 7.966365 0.400485 7.194853 -0.2 0.4 -0.1 0.117
H 7.169955 -0.745185 6.136393 0.5 -0.7 0.5 0.112
H 5.732745 0.488385 8.542233 0.7 0.1 0.5 0.087
H 6.500125 -1.156485 8.541783 -0.7 -0.2 -0.2 0.108
H 4.124555 0.767185 5.007733 0.0 0.3 0.5 0.108
H 5.278095 -0.559415 4.991533 -0.3 -0.2 -0.3 0.092
C -2.183645 5.614285 -2.498137 2.4 -1.4 0.4 -0.211
C -1.426535 5.198315 -1.174847 -3.4 0.4 0.3 -0.225
C -0.727155 6.414695 -0.665967 -0.5 0.3 -1.5 -0.237
S -1.873625 7.795855 -0.926477 0.7 0.5 0.9 0.723
O -1.073925 8.988815 -1.239647 -1.4 -1.3 0.0 -0.342
O -2.785135 7.846885 0.220513 0.3 -0.1 -1.1 -0.355
C -2.702945 7.056795 -2.398907 1.2 -0.3 -1.0 -0.189
H -2.807375 4.814275 -2.896957 -0.6 0.3 0.5 0.094
H -1.324995 5.577065 -3.168537 -0.2 0.5 -0.7 0.086
H -0.817535 4.294765 -1.203297 -0.3 0.2 -0.1 0.099
H -2.312555 5.138125 -0.542817 0.2 -1.2 0.9 0.102
H -0.022095 6.578895 -1.480837 1.2 0.5 0.9 0.078
H -0.491735 6.355155 0.396643 0.6 0.3 -0.3 0.108
H -2.166595 7.419055 -3.275957 -0.4 1.2 0.2 0.098
H -3.765215 7.259115 -2.535837 0.1 -0.1 0.6 0.102
C 4.514725 4.022035 -2.387857 0.0 -1.5 -0.6 -0.209
C 4.509015 5.136345 -1.316747 0.0 -0.4 0.3 -0.204
C 3.139665 5.807825 -1.223547 -0.5 -0.7 -1.5 -0.196
S 2.741675 5.838115 -3.034367 -1.2 1.7 -2.2 0.761
O 3.545645 6.917995 -3.687647 -1.4 -1.9 1.5 -0.353
O 1.284655 5.757405 -3.356367 2.2 0.4 1.0 -0.373
C 3.452325 4.239745 -3.446877 -0.5 0.7 0.3 -0.246
H 4.297415 3.007095 -2.055017 -0.1 0.2 1.0 0.085
H 5.460205 3.812435 -2.888077 0.4 0.9 0.2 0.118
H 5.241225 5.880795 -1.629447 0.1 0.0 0.5 0.116
H 4.678445 4.675195 -0.343757 0.6 0.3 0.0 0.099
H 3.060955 6.782795 -0.742597 0.3 0.1 -0.5 0.112
H 2.378595 5.167375 -0.777797 0.0 -0.3 0.0 0.086
H 3.803155 4.218005 -4.478637 -0.1 0.4 0.2 0.095
H 2.628405 3.532815 -3.349417 0.0 0.1 0.0 0.093
C 5.783515 1.231805 0.463213 0.7 -3.1 -0.9 -0.190
C 5.496665 0.540085 -0.890767 -1.3 2.0 -0.3 -0.257
C 5.508505 -0.977135 -0.851957 0.1 -0.6 0.8 -0.169
S 5.568095 -1.554005 0.978953 2.6 5.9 -0.5 0.769
O 6.996145 -1.678945 1.379863 -2.4 -1.2 -0.6 -0.373
O 4.453665 -2.396275 1.262793 0.1 -0.9 0.5 -0.328
C 5.099685 0.283555 1.508563 -0.5 0.3 -0.7 -0.162
H 5.734495 2.317675 0.382093 -0.9 -0.2 0.6 0.103
H 6.848625 1.019835 0.556473 0.4 0.3 0.6 0.099
H 5.952885 1.124805 -1.689547 1.4 -0.9 -0.2 0.108
H 4.497565 0.832075 -1.214267 -0.7 -0.3 0.6 0.070
H 6.332865 -1.478375 -1.359187 -0.2 0.0 0.0 0.100
H 4.532375 -1.282515 -1.228807 0.4 -0.7 0.1 0.059
H 5.218125 0.751465 2.485863 0.6 -1.1 0.5 0.076
H 4.026525 0.123315 1.404863 -0.3 0.7 -0.4 0.061
C -4.830325 3.997855 4.164843 -0.3 -0.4 -0.2 -0.222
C -5.378405 4.933045 3.077873 1.3 2.7 0.2 -0.168
C -4.327895 6.169655 2.994583 0.3 -0.6 -0.6 -0.180
S -3.373095 6.277455 4.581963 -1.5 -1.3 -2.5 0.686
O -3.844355 7.460505 5.229183 0.5 0.9 0.8 -0.328
O -1.963215 5.978505 4.376223 -1.1 0.2 0.5 -0.323
C -4.288735 4.879055 5.289263 0.9 0.0 0.5 -0.225
H -4.136895 3.268655 3.745883 0.6 0.4 0.0 0.111
H -5.624555 3.343875 4.524853 -0.2 0.2 0.3 0.100
H -6.309805 5.419645 3.367363 -0.2 -0.4 0.2 0.106
H -5.531965 4.534445 2.075053 0.2 -0.3 0.2 0.092
H -4.710685 7.173505 2.810593 -0.6 -0.2 0.5 0.091
H -3.652815 6.085815 2.142913 0.4 -0.5 0.2 0.070
H -5.090155 5.298445 5.897493 0.0 0.2 -0.2 0.105
H -3.540075 4.497095 5.983313 -0.2 -0.8 -0.1 0.098
C 0.009065 -4.203185 5.135223 0.5 -3.1 0.7 -0.173
C -0.095165 -4.283415 3.591313 0.1 -0.2 -1.0 -0.199
C 1.050035 -5.176185 2.931043 0.2 2.0 2.0 -0.206
S 1.639995 -6.337955 4.168593 -0.6 0.3 0.8 0.718
O 3.107225 -6.409125 4.181843 -1.6 -0.2 -0.1 -0.363
O 0.816875 -7.547835 4.002133 1.1 1.2 0.7 -0.361
C 1.109225 -5.249535 5.663173 0.2 0.2 -1.1 -0.167
H -0.959505 -4.565325 5.479933 0.0 0.3 0.5 0.098
H 0.260465 -3.251245 5.602883 -0.2 0.1 -0.6 0.104
H -0.110115 -3.233895 3.297403 0.8 -0.1 -0.8 0.098
H -1.037825 -4.600385 3.145203 -0.3 -0.4 0.9 0.084
H 1.838775 -4.424445 2.960753 0.7 -0.4 -1.0 0.100
H 0.900005 -5.729895 2.004223 -0.2 0.5 0.1 0.087
H 2.015015 -4.738855 5.990073 0.2 0.2 -0.7 0.076
H 0.923755 -5.845875 6.556523 -0.8 -0.4 -0.4 0.083
C -1.182595 -7.188135 -2.402817 -0.7 1.8 -0.4 -0.061
C -0.241535 -6.768745 -1.314667 -2.2 1.3 -0.5 -0.354
O 0.613275 -7.832075 -1.273477 4.4 -1.1 1.2 -0.167
P 2.189665 -7.395425 -1.161577 -1.0 -2.7 5.0 0.467
O 2.795835 -6.847495 -2.325837 1.1 0.7 -2.9 -0.186
O 2.189035 -6.402015 0.095473 -0.4 -0.8 -1.7 -0.189
C 2.901835 -5.183855 -0.052427 1.7 1.9 1.7 -0.258
C 4.305765 -5.357965 0.629583 -1.1 0.5 0.0 -0.026
O 2.898975 -8.696325 -0.425527 -1.1 1.5 0.0 -0.195
C 3.787285 -9.594475 -1.111957 -0.8 1.4 -1.0 -0.254
C 5.181005 -9.020865 -1.261677 0.2 0.6 0.5 -0.075
H -0.870065 -6.698335 -3.325057 0.2 -0.7 -0.4 0.070
H -1.178915 -8.277945 -2.422657 -0.6 0.3 -0.3 0.091
H -2.119685 -6.674965 -2.186867 -0.6 -0.7 -0.1 0.070
H 0.218135 -5.800395 -1.512397 0.3 0.0 -0.1 0.106
H -0.834515 -6.607155 -0.414467 0.5 -0.4 0.6 0.124
H 3.084875 -4.738485 -1.030307 -0.5 -0.9 -0.6 0.092
H 2.244725 -4.470455 0.444923 0.4 0.2 0.3 0.105
H 4.840685 -6.089505 0.023933 0.1 -0.3 0.5 0.063
H 4.940935 -4.478015 0.731333 -0.4 0.2 -0.8 0.041
H 4.137595 -5.578405 1.683733 0.1 -1.0 -0.1 0.070
H 3.837445 -10.550505 -0.590817 -0.5 0.1 0.0 0.119
H 3.233605 -9.628195 -2.050257 0.9 -1.1 -0.6 0.106
H 5.635115 -9.404305 -2.175387 0.4 -0.1 0.3 0.079
H 5.248415 -7.932955 -1.264587 -0.7 0.1 -0.8 0.056
H 5.754855 -9.159995 -0.345467 0.3 -0.9 -0.2 0.078
C -8.572455 -1.960615 5.278843 -0.3 -0.9 1.0 -0.083
C -7.884655 -2.292165 3.992243 1.0 -1.4 1.3 -0.299
O -7.227205 -1.077105 3.702763 1.5 1.7 -2.6 -0.228
P -5.825505 -0.962565 2.794623 -0.9 -0.6 0.4 0.606
O -5.915925 -1.755965 1.531243 0.5 1.2 1.8 -0.241
O -4.702755 -1.480895 3.889563 -2.4 0.8 -3.3 -0.199
C -4.346185 -0.728595 5.012583 2.9 -0.8 0.8 -0.244
C -2.888085 -0.125235 4.732573 -1.2 2.6 0.2 -0.031
O -5.621935 0.681305 2.602563 0.9 -2.6 1.5 -0.216
C -6.393665 1.427835 1.684313 -2.2 0.6 0.7 -0.250
C -7.742645 1.846315 2.398283 0.3 -0.7 -1.2 -0.061
H -7.868155 -1.428815 5.918573 -0.4 0.7 -0.2 0.080
H -9.533415 -1.500905 5.047943 0.3 0.7 0.4 0.081
H -8.815445 -2.814465 5.911293 -0.1 -0.5 -0.4 0.075
H -7.098205 -3.038985 4.101153 0.0 -0.3 0.4 0.115
H -8.606305 -2.798515 3.351203 0.1 1.0 -1.1 0.121
H -5.071555 0.023335 5.323263 0.1 0.1 -0.4 0.109
H -4.315865 -1.486815 5.795073 0.1 0.2 0.3 0.114
H -2.061615 0.004305 5.431333 -0.5 -1.2 0.9 0.070
H -2.365455 -0.186455 3.778003 -0.7 -1.2 -0.3 0.066
H -3.171135 0.926075 4.680243 0.1 0.6 -0.2 0.039
H -5.921495 2.370125 1.406393 0.8 -0.5 0.0 0.097
H -6.590085 0.767465 0.839663 0.0 0.5 -0.3 0.107
H -8.208835 2.757705 2.023923 0.4 0.2 -0.2 0.066
H -8.445075 1.062965 2.113583 -0.2 -0.1 0.8 0.065
H -7.610995 1.959105 3.474413 0.0 -0.3 -0.1 0.071
C -2.768005 2.127675 -4.357857 -0.3 3.6 -0.6 -0.093
C -2.075615 0.851455 -4.417057 -0.9 -0.7 -0.8 -0.263
O -3.061505 -0.126885 -4.045317 -1.6 -1.7 -0.7 -0.210
P -4.225835 -0.604215 -5.106807 -0.4 1.5 0.2 0.535
O -4.330395 0.124125 -6.419407 0.6 -1.1 2.1 -0.244
O -5.624785 -0.573485 -4.247427 3.8 -0.7 -1.0 -0.209
C -6.750335 -0.450165 -5.059547 -2.8 2.9 1.7 -0.237
C -7.345265 1.050475 -4.555727 0.0 -1.6 -3.4 -0.028
O -3.986745 -2.170695 -5.196867 -3.2 2.8 1.3 -0.171
C -2.760025 -2.694235 -5.296517 2.0 -3.0 -2.7 -0.324
C -2.326555 -2.591535 -6.781797 1.1 0.9 0.9 -0.058
H -3.437505 2.348975 -5.189057 -0.4 -0.9 -0.2 0.082
H -3.335655 2.389965 -3.465057 0.3 -0.5 0.3 0.089
H -2.091845 2.963365 -4.538227 0.6 0.1 0.4 0.083
H -1.846135 0.617545 -5.456637 0.6 0.2 0.0 0.100
H -1.200575 0.793735 -3.769687 -0.3 -0.4 0.2 0.115
H -6.623315 -0.509855 -6.140477 0.5 0.3 0.2 0.099
H -7.420395 -1.256455 -4.761197 -0.2 0.2 0.0 0.107
H -6.552945 1.747335 -4.282377 0.0 -0.7 1.3 0.061
H -7.577785 1.591735 -5.472827 -0.5 -0.2 -0.6 0.045
H -8.317505 0.987725 -4.066947 0.6 0.1 0.8 0.057
H -2.027285 -2.405325 -4.543057 -0.1 0.1 0.0 0.109
H -3.042455 -3.746815 -5.276137 1.0 -0.5 0.9 0.127
H -1.469315 -3.238965 -6.966377 -0.4 -0.6 -0.2 0.071
H -3.232345 -2.771245 -7.360907 0.4 -0.3 -0.3 0.089
H -1.919975 -1.615475 -7.046557 -0.4 0.4 0.0 0.054
```
Positions in Å, forces in eV/Å.

Calculated values
Charge   -1
E   -341056.1800 eV
HOMO level   -0.29138 hartree
2S+1   1
Frontier orbital gap   9.43 eV
Maximum force   6.5 eV/A